[1]
ORCA calculation (the ωB97M-V functional and the def2-TZVPD basis) on C23H43BeCaCl2F3NO13S2 as an isolated structure.

- energy above the lowest of the compared OMol25 structures with the same formula, charge and spin (kcal/mol) = 0.00
- largest force on an atom (eV/Å) = 3.171
- net charge = -1

Element x y z (Å)
O (2.12, -0.61, 1.63)
C (2.33, -1.82, 1.80)
C (1.34, -2.61, 2.53)
C (1.18, -3.88, 2.18)
F (0.33, -4.68, 2.78)
C (2.00, -4.40, 1.04)
O (1.57, -5.17, 0.21)
C (3.38, -3.87, 1.01)
C (4.50, -4.76, 0.61)
S (4.68, -5.89, 2.02)
O (3.45, -5.85, 2.76)
O (5.81, -5.41, 2.74)
C (3.55, -2.59, 1.36)
F (4.73, -2.01, 1.34)
H (0.77, -2.18, 3.34)
H (4.29, -5.28, -0.33)
H (5.43, -4.21, 0.47)
H (4.85, -7.15, 1.55)
Ca (2.17, 0.69, -0.18)
O (-0.86, -5.01, -1.38)
H (-0.11, -5.05, -0.77)
H (-1.61, -5.30, -0.85)
O (6.87, 0.79, 3.22)
Cl (7.64, 1.31, 2.09)
O (8.53, 2.35, 2.55)
O (6.76, 1.86, 1.09)
O (8.41, 0.24, 1.51)
F (5.38, -7.14, 4.64)
C (-0.46, -6.33, 5.90)
S (-1.76, -5.41, 5.07)
O (-2.03, -4.19, 5.88)
C (-3.11, -6.56, 5.39)
H (0.45, -5.75, 5.84)
H (-0.73, -6.49, 6.95)
H (-0.32, -7.29, 5.40)
H (-3.26, -6.72, 6.49)
H (-2.89, -7.52, 4.91)
H (-4.02, -6.14, 4.97)
Be (-2.96, -6.93, 8.28)
C (-0.49, 6.19, -0.74)
C (-1.09, 5.43, -1.94)
C (-1.75, 6.43, -2.90)
C (-0.78, 7.33, -3.68)
C (0.59, 6.68, -3.93)
C (0.59, 5.15, -3.88)
N (0.05, 4.72, -2.57)
O (0.05, 3.47, -2.41)
C (2.06, 4.72, -3.97)
C (-0.17, 4.58, -5.07)
C (-2.19, 4.52, -1.42)
H (-0.04, 5.50, -0.03)
H (-1.27, 6.75, -0.21)
H (0.28, 6.90, -1.04)
H (-2.36, 5.88, -3.61)
H (-2.44, 7.05, -2.34)
H (-1.24, 7.59, -4.63)
H (-0.64, 8.27, -3.15)
H (0.98, 7.02, -4.88)
H (1.29, 7.06, -3.18)
H (2.62, 5.05, -3.10)
H (2.52, 5.15, -4.85)
H (2.15, 3.63, -4.03)
H (0.28, 4.92, -6.00)
H (-1.22, 4.87, -5.08)
H (-0.14, 3.49, -5.07)
H (-2.95, 5.12, -0.93)
H (-1.82, 3.80, -0.68)
H (-2.66, 3.96, -2.23)
C (-4.78, 1.62, -4.35)
C (-4.10, 2.47, -5.41)
O (-2.98, 3.17, -4.87)
H (-5.11, 2.24, -3.52)
H (-5.64, 1.10, -4.76)
H (-4.08, 0.88, -3.94)
H (-4.79, 3.22, -5.79)
H (-3.76, 1.85, -6.24)
H (-2.36, 2.52, -4.53)
C (-2.52, -2.80, 2.95)
C (-2.84, -1.70, 1.91)
C (-4.24, -1.97, 1.32)
O (-1.91, -1.77, 0.93)
H (-2.52, -3.79, 2.50)
H (-1.55, -2.63, 3.41)
H (-3.26, -2.80, 3.76)
H (-2.92, -0.75, 2.48)
H (-4.28, -2.95, 0.83)
H (-4.50, -1.21, 0.58)
H (-5.00, -1.96, 2.10)
Cl (4.55, 0.98, 2.16)

Atomic partial charges in e from the Mulliken method, atoms 1 to 8:
1 O -0.718
2 C -0.088
3 C 0.060
4 C 0.575
5 F -0.132
6 C -0.038
7 O -0.751
8 C 0.212

=====

[2]
ORCA calculation (the ωB97M-V functional and the def2-TZVPD basis) on a 11-piece molecular cluster, C23H43Cl10F3N5O8S2 overall.

- largest force on an atom (eV/Å) = 8.874
- net charge = -1

Element x y z (Å)
N (-0.53, -0.54, -0.88)
S (-0.55, -1.45, -2.11)
O (-0.62, -2.91, -1.84)
O (0.16, -1.00, -3.29)
F (-2.07, -1.07, -2.56)
S (1.09, -0.92, -0.65)
O (2.09, -0.34, -1.53)
O (1.49, -2.19, -0.06)
F (1.27, 0.12, 0.64)
C (-0.70, 2.09, 5.91)
C (-1.96, 2.33, 6.69)
O (-1.96, 3.15, 7.59)
N (-3.09, 1.70, 6.31)
C (-4.33, 1.76, 7.08)
H (0.21, 2.30, 6.47)
H (-0.71, 2.80, 5.08)
H (-0.70, 1.01, 5.73)
H (-3.05, 0.94, 5.63)
H (-4.17, 1.35, 8.08)
H (-5.18, 1.23, 6.66)
H (-4.64, 2.77, 7.35)
C (4.14, 5.57, 1.04)
C (4.04, 7.11, 1.07)
O (3.04, 7.70, 0.68)
N (5.08, 7.74, 1.58)
C (5.12, 9.19, 1.66)
H (5.10, 5.19, 0.69)
H (3.44, 5.12, 0.34)
H (3.94, 5.18, 2.04)
H (5.88, 7.24, 1.94)
H (4.19, 9.76, 1.74)
H (5.84, 9.56, 0.94)
H (5.47, 9.44, 2.66)
C (-5.42, -0.12, 1.14)
C (-5.03, -1.11, 2.15)
O (-5.82, -1.45, 3.02)
N (-3.70, -1.39, 2.22)
C (-3.16, -2.29, 3.21)
H (-6.20, 0.56, 1.48)
H (-5.74, -0.64, 0.24)
H (-4.57, 0.49, 0.82)
H (-3.05, -0.99, 1.56)
H (-2.12, -2.02, 3.37)
H (-3.10, -3.28, 2.76)
H (-3.59, -2.21, 4.21)
C (-2.39, 4.30, 0.97)
C (-1.72, 4.79, -0.29)
O (-1.71, 5.99, -0.60)
N (-1.13, 3.90, -1.09)
C (-0.46, 4.14, -2.34)
H (-3.47, 4.40, 1.01)
H (-2.00, 4.89, 1.81)
H (-2.20, 3.24, 1.14)
H (-1.14, 2.93, -0.82)
H (0.62, 4.08, -2.27)
H (-0.65, 5.17, -2.64)
H (-0.82, 3.60, -3.22)
C (-6.16, -5.61, -2.65)
Cl (-7.66, -4.93, -1.92)
Cl (-5.95, -4.99, -4.28)
H (-5.32, -5.35, -2.01)
H (-6.37, -6.68, -2.67)
C (1.26, -2.38, -8.07)
Cl (1.07, -0.96, -9.16)
Cl (2.09, -3.67, -8.94)
H (1.81, -2.06, -7.18)
H (0.27, -2.79, -7.87)
C (1.71, -7.49, 1.03)
Cl (1.29, -9.21, 0.56)
Cl (2.51, -7.39, 2.68)
H (2.30, -7.13, 0.19)
H (0.83, -6.87, 1.18)
C (-8.41, 0.01, -4.56)
Cl (-8.91, -0.18, -6.35)
Cl (-9.84, 0.03, -3.44)
H (-7.70, -0.75, -4.23)
H (-7.83, 0.92, -4.42)
C (4.82, -2.24, 4.98)
Cl (5.17, -3.22, 6.45)
Cl (4.84, -0.47, 5.19)
H (5.53, -2.44, 4.18)
H (3.85, -2.52, 4.56)
F (6.38, -2.31, -6.43)
C (6.35, -3.25, -5.45)
C (6.46, -4.55, -5.80)
C (6.51, -5.58, -4.83)
C (6.32, -5.22, -3.50)
C (6.13, -3.90, -3.10)
C (6.17, -2.89, -4.09)
H (6.69, -4.80, -6.82)
H (6.77, -6.57, -5.16)
H (6.28, -5.97, -2.73)
H (5.93, -3.67, -2.07)
H (6.03, -1.86, -3.82)

Atomic partial charges in e from the Mulliken method, atoms 1 to 8:
1 N -0.099
2 S 1.039
3 O -0.607
4 O -0.584
5 F -0.316
6 S 1.052
7 O -0.576
8 O -0.583

=====

Record-wise Kohn-Sham gap values, in eV: 1.170 9.341